(1)
This record from the OMol25 dataset describes a cluster of 19 separate species, C63H174N10O19 in total at a distorted geometry. The level of theory is ωB97M-V/def2-TZVPD.

The geometry in ORCA input format:
```
! wB97M-V def2-TZVPD RIJCOSX def2/J DEFGRID3
* xyz 0 1
C 3.48 8.24 0.30
C 4.37 7.58 -0.69
C 4.08 6.07 -0.81
O 2.86 5.92 -1.51
C 2.46 4.55 -1.89
N 4.35 8.12 -2.01
H 3.42 7.66 1.22
H 2.50 8.43 -0.07
H 3.91 9.21 0.60
H 5.40 7.55 -0.26
H 4.02 5.55 0.17
H 4.94 5.58 -1.28
H 1.42 4.54 -2.20
H 2.64 3.83 -1.03
H 3.13 4.23 -2.68
H 3.77 7.49 -2.53
H 3.92 9.03 -2.06
C 2.48 2.57 3.11
C 1.35 2.54 4.14
C 1.82 2.64 5.55
O 2.69 1.60 5.87
C 2.78 1.47 7.27
N 0.51 3.67 3.84
H 2.95 3.55 3.08
H 2.07 2.49 2.11
H 3.19 1.74 3.17
H 0.89 1.55 4.12
H 1.00 2.68 6.23
H 2.38 3.59 5.69
H 3.24 2.37 7.74
H 3.49 0.64 7.46
H 1.80 1.29 7.75
H 0.39 3.91 2.82
H -0.39 3.65 4.25
C -6.62 -1.79 -3.50
C -6.29 -0.40 -2.94
C -5.01 0.21 -3.59
O -3.83 -0.52 -3.44
C -3.33 -0.53 -2.14
N -7.48 0.45 -3.01
H -7.60 -2.05 -3.13
H -5.92 -2.54 -3.16
H -6.65 -1.76 -4.58
H -6.15 -0.50 -1.86
H -4.93 1.20 -3.13
H -5.11 0.34 -4.69
H -3.94 -1.15 -1.42
H -3.24 0.46 -1.67
H -2.36 -0.99 -2.14
H -7.78 0.60 -3.97
H -7.25 1.37 -2.64
C -3.52 3.22 7.98
C -4.14 3.34 6.58
C -3.88 1.96 5.86
O -2.48 1.63 5.84
C -2.31 0.23 5.57
N -5.55 3.65 6.43
H -4.10 2.45 8.49
H -3.47 4.08 8.65
H -2.51 2.81 7.96
H -3.61 4.10 6.01
H -4.30 1.90 4.83
H -4.46 1.24 6.46
H -2.31 -0.35 6.49
H -1.38 0.11 5.01
H -3.11 -0.10 4.89
H -5.68 4.66 6.55
H -6.03 3.20 7.20
C 4.90 -1.56 4.58
C 3.96 -1.39 3.44
C 3.89 -2.69 2.67
O 3.44 -2.37 1.38
C 3.40 -3.58 0.56
N 2.61 -1.02 3.93
H 5.89 -1.81 4.28
H 4.52 -2.28 5.27
H 4.98 -0.65 5.13
H 4.44 -0.70 2.73
H 3.11 -3.41 3.07
H 4.83 -3.17 2.66
H 2.88 -3.29 -0.32
H 2.88 -4.33 1.08
H 4.40 -3.83 0.38
H 2.54 -0.20 4.53
H 2.01 -0.91 3.12
C 4.17 0.05 -6.07
C 2.82 -0.42 -6.36
C 2.11 -0.70 -5.03
O 2.18 0.48 -4.23
C 1.60 0.43 -2.95
N 2.18 0.57 -7.23
H 4.65 0.31 -7.00
H 4.73 -0.65 -5.50
H 4.17 1.00 -5.46
H 2.97 -1.36 -6.90
H 2.60 -1.55 -4.52
H 1.03 -0.93 -5.23
H 1.82 -0.50 -2.42
H 0.49 0.45 -3.09
H 1.93 1.27 -2.35
H 1.29 0.16 -7.58
H 2.02 1.42 -6.75
C -2.86 3.67 1.41
C -2.75 5.12 1.93
C -1.80 5.90 1.00
O -0.49 5.49 1.35
C 0.49 6.07 0.58
N -4.06 5.80 1.92
H -1.86 3.29 1.41
H -3.33 3.57 0.42
H -3.47 2.96 2.01
H -2.34 5.14 2.92
H -1.85 7.02 1.05
H -1.93 5.69 -0.08
H 0.45 7.21 0.71
H 0.37 5.93 -0.48
H 1.50 5.69 0.84
H -3.95 6.78 2.17
H -4.62 5.42 2.66
C -6.05 2.53 0.71
C -6.58 3.85 0.05
C -7.21 3.58 -1.30
O -6.33 3.13 -2.31
C -5.70 4.27 -3.03
N -7.62 4.38 0.86
H -5.33 1.99 0.06
H -6.95 1.90 0.85
H -5.63 2.67 1.72
H -5.67 4.47 -0.09
H -7.78 4.44 -1.63
H -7.91 2.77 -1.11
H -6.42 4.91 -3.49
H -5.04 3.81 -3.81
H -4.97 4.80 -2.39
H -7.40 4.71 1.78
H -8.36 4.90 0.39
C -1.74 -4.14 1.94
C -3.02 -3.65 2.54
C -3.60 -2.49 1.75
O -3.08 -1.31 2.33
C -3.74 -0.14 1.91
N -4.05 -4.71 2.71
H -1.04 -3.37 1.69
H -1.92 -4.81 1.05
H -1.32 -4.86 2.61
H -2.80 -3.11 3.49
H -4.67 -2.54 1.79
H -3.27 -2.52 0.67
H -4.58 0.05 2.60
H -4.15 -0.26 0.93
H -3.03 0.74 1.95
H -3.90 -5.38 1.95
H -3.87 -5.13 3.62
C -1.81 0.53 -6.75
C -2.31 -0.90 -6.91
C -1.67 -1.45 -8.22
O -0.27 -1.67 -8.10
C 0.12 -2.97 -7.68
N -2.10 -1.68 -5.71
H -1.94 1.23 -7.61
H -0.74 0.46 -6.56
H -2.24 0.97 -5.87
H -3.39 -0.74 -7.15
H -1.80 -0.66 -9.03
H -2.10 -2.40 -8.59
H 0.03 -3.01 -6.63
H 1.17 -3.05 -7.95
H -0.35 -3.77 -8.18
H -2.78 -1.28 -5.03
H -2.33 -2.68 -5.92
C 2.44 -2.86 8.31
C 2.75 -4.33 7.85
O 3.08 -4.40 6.46
H 3.32 -2.26 8.27
H 1.97 -2.87 9.28
H 1.69 -2.36 7.64
H 1.88 -5.01 7.95
H 3.57 -4.73 8.48
H 2.30 -4.16 5.91
C -0.55 2.87 -3.88
C -1.59 2.23 -3.05
O -1.88 3.07 -1.96
H -0.98 3.81 -4.23
H -0.26 2.34 -4.77
H 0.33 3.21 -3.31
H -1.31 1.19 -2.76
H -2.53 2.21 -3.60
H -1.19 3.17 -1.29
C -0.71 -4.31 5.64
C 0.03 -2.98 5.39
O 1.27 -3.29 4.66
H 0.04 -5.03 6.01
H -1.04 -4.74 4.69
H -1.54 -4.31 6.35
H 0.29 -2.45 6.32
H -0.53 -2.22 4.85
H 1.67 -2.44 4.31
C 5.87 2.76 0.71
C 4.67 2.23 0.00
O 4.66 2.45 -1.36
H 5.66 2.55 1.75
H 6.02 3.87 0.64
H 6.76 2.23 0.29
H 3.75 2.73 0.32
H 4.52 1.17 0.26
H 5.26 1.85 -1.82
C 3.46 -5.43 -3.38
C 3.58 -5.15 -4.93
C 4.53 -3.95 -5.13
O 4.20 -6.30 -5.58
H 3.05 -4.61 -2.88
H 4.45 -5.56 -2.98
H 2.85 -6.26 -3.10
H 2.65 -4.89 -5.52
H 5.53 -4.32 -4.88
H 4.26 -3.15 -4.45
H 4.52 -3.62 -6.18
H 3.76 -7.10 -5.36
C 0.65 -5.85 0.87
C 1.43 -7.12 1.39
C 0.49 -8.06 2.18
O 1.93 -7.87 0.21
H 0.37 -5.08 1.55
H -0.24 -6.20 0.35
H 1.27 -5.35 0.12
H 2.28 -6.86 2.02
H 0.04 -7.42 2.94
H 1.01 -8.82 2.73
H -0.24 -8.57 1.57
H 1.25 -7.65 -0.45
C -0.39 0.88 0.46
C 0.17 -0.46 0.79
C -0.25 -1.47 -0.28
O 1.55 -0.30 0.95
H -0.15 0.99 -0.57
H 0.10 1.58 1.15
H -1.49 0.87 0.55
H -0.23 -0.79 1.82
H 0.12 -2.54 -0.16
H 0.04 -1.06 -1.27
H -1.34 -1.60 -0.35
H 2.03 -1.15 1.16
C -1.93 -4.40 -1.89
C -1.21 -4.90 -3.14
C -0.10 -3.97 -3.61
O -0.62 -6.17 -2.75
H -1.28 -4.73 -1.06
H -2.97 -4.71 -1.77
H -1.84 -3.29 -1.92
H -1.86 -5.10 -4.01
H -0.38 -2.96 -3.76
H 0.27 -4.32 -4.58
H 0.65 -3.98 -2.85
H -0.15 -6.52 -3.51
C 7.15 -0.98 -1.89
C 6.20 -0.64 -2.98
C 4.77 -0.93 -2.58
O 6.25 0.84 -3.08
H 7.03 -0.19 -1.12
H 8.16 -0.97 -2.31
H 6.99 -2.01 -1.56
H 6.42 -1.11 -3.94
H 4.00 -0.51 -3.26
H 4.51 -0.57 -1.56
H 4.61 -2.01 -2.56
H 5.72 1.16 -3.82
*
```

Properties
frontier orbital gap	9.23	eV
E_HOMO	-8.9	eV


(2)
This record from the OMol25 dataset describes a structure of composition C63H46FHfN5O3P2S at a distorted geometry. The level of theory is ωB97M-V/def2-TZVPD.

The geometry in ORCA input format:
```
! wB97M-V def2-TZVPD RIJCOSX def2/J DEFGRID3
* xyz 2 1
Hf 0.15 -0.11 -0.24
O -1.04 0.91 2.38
S -0.19 -0.28 2.63
C -1.02 -1.26 3.90
C -1.00 -0.86 5.22
C -1.50 -1.67 6.26
C -2.04 -2.88 5.92
C -2.59 -3.98 6.77
C -3.17 -5.01 5.77
C -2.84 -4.45 4.42
C -3.13 -4.90 3.16
C -2.69 -4.13 2.08
C -1.93 -2.97 2.19
P -1.49 -2.23 0.56
C -1.21 -3.79 -0.38
C -1.77 -4.07 -1.62
C -1.41 -5.22 -2.30
C -0.49 -6.10 -1.76
C 0.05 -5.85 -0.51
C -0.30 -4.70 0.17
C -3.14 -1.66 -0.01
C -4.22 -1.50 0.85
C -5.40 -0.94 0.38
C -5.51 -0.55 -0.94
C -4.43 -0.69 -1.80
C -3.25 -1.23 -1.33
C -1.66 -2.46 3.49
C -2.15 -3.24 4.57
C 1.21 0.37 3.59
C 1.89 -0.48 4.44
C 2.90 -0.02 5.30
C 3.18 1.32 5.32
C 4.12 2.13 6.15
C 3.87 3.60 5.73
C 2.90 3.51 4.60
C 2.33 4.46 3.79
C 1.50 4.04 2.76
C 1.13 2.72 2.55
P 0.29 2.34 0.96
C 1.40 3.41 -0.11
C 2.57 2.81 -0.57
C 3.47 3.45 -1.39
C 3.23 4.77 -1.73
C 2.10 5.41 -1.25
C 1.18 4.74 -0.46
C -1.22 3.36 0.97
C -1.73 3.75 -0.27
C -2.90 4.50 -0.34
C -3.56 4.84 0.83
C -3.06 4.44 2.06
C -1.89 3.70 2.13
C 1.58 1.73 3.46
C 2.52 2.17 4.42
H -0.57 0.09 5.47
H -1.44 -1.33 7.28
H -3.35 -3.61 7.46
H -1.80 -4.42 7.37
H -4.25 -5.11 5.88
H -2.73 -6.00 5.90
H -3.69 -5.80 2.98
H -2.95 -4.48 1.08
H -2.53 -3.43 -2.04
H -1.87 -5.43 -3.26
H -0.21 -6.99 -2.30
H 0.73 -6.56 -0.06
H 0.11 -4.51 1.15
H -4.15 -1.79 1.88
H -6.23 -0.80 1.05
H -6.43 -0.12 -1.30
H -4.51 -0.37 -2.83
H -2.38 -1.29 -1.99
H 1.60 -1.52 4.49
H 3.40 -0.72 5.96
H 5.15 1.83 5.94
H 3.95 1.97 7.22
H 4.79 4.10 5.42
H 3.44 4.18 6.55
H 2.55 5.51 3.92
H 1.12 4.79 2.08
H 2.40 1.43 0.84
H 4.35 2.93 -1.75
H 3.93 5.31 -2.35
H 1.92 6.45 -1.49
H 0.29 5.24 -0.12
H -1.20 3.49 -1.17
H -3.28 4.81 -1.30
H -4.47 5.42 0.78
H -3.58 4.71 2.97
H -1.50 3.39 3.09
C 2.46 -3.96 -1.72
C 1.80 -3.02 -0.93
N 1.06 -2.03 -1.40
C 0.91 -1.96 -2.75
C 1.46 -2.92 -3.62
C 2.29 -3.92 -3.08
C 1.17 -2.85 -5.02
C 0.37 -1.88 -5.52
C -0.15 -0.86 -4.68
C -0.94 0.20 -5.17
C -1.39 1.16 -4.29
C -1.04 1.06 -2.94
N -0.32 0.07 -2.45
C 0.13 -0.89 -3.29
H 3.09 -4.70 -1.25
H 1.87 -3.11 0.15
H 2.76 -4.65 -3.72
H 1.60 -3.60 -5.66
H 0.14 -1.84 -6.58
H -1.21 0.23 -6.21
H -2.01 1.98 -4.62
H -1.41 1.79 -2.23
O 1.98 -1.09 1.18
H 2.31 -1.27 2.08
H 2.74 -1.30 0.57
F -1.58 0.61 -0.26
O 1.88 0.62 -0.89
N 2.74 1.43 -0.15
C 4.12 0.91 -0.10
C 4.21 -0.41 -0.43
N 4.08 -1.55 -0.66
C 4.88 1.51 0.90
N 5.43 2.04 1.77
*
```

Properties
frontier orbital gap	6.66	eV
E_HOMO	-12.3	eV


Total energy: -121948.074, -113097.670 (eV)